Model a:
Below is a cluster of 2 separate species, C5H14N4 in total, with properties calculated with wB97M-V/def2-TZVPD.

Structure (ORCA input):
```
! wB97M-V def2-TZVPD RIJCOSX def2/J DEFGRID3
* xyz 0 1
C -1.035 -0.063 -0.085
C 1.452 1.788 -0.632
C -1.418 -1.068 -1.131
C -1.025 -0.574 1.332
C -1.760 1.251 -0.219
N 0.704 0.560 -0.825
N 2.480 -1.693 1.100
N 1.191 -0.532 -0.274
N 2.210 -0.460 0.469
H 2.292 -2.485 0.482
H 3.465 -1.692 1.326
H 1.340 2.166 0.395
H 1.105 2.530 -1.346
H 2.529 1.588 -0.757
H -0.935 -2.027 -0.959
H -2.506 -1.202 -1.125
H -1.110 -0.699 -2.110
H -0.470 0.104 1.980
H -2.057 -0.661 1.688
H -0.560 -1.553 1.411
H -1.377 1.991 0.484
H -1.697 1.643 -1.228
H -2.819 1.088 0.024
*
```

For the HOMO energy, the calculation gives -7.69 eV. The LUMO energy comes out at 0.9 eV. For the orbital gap, the calculation gives 8.540 eV.

---

Model b:
Below is a structure of composition C5H14N4, with properties calculated with wB97M-V/def2-TZVPD.

Structure (ORCA input):
```
! wB97M-V def2-TZVPD RIJCOSX def2/J DEFGRID3
* xyz 0 1
C -1.883 0.640 -0.420
N -2.498 1.395 0.651
C 0.144 -1.197 0.659
C 0.258 -2.548 0.665
H -2.372 2.392 0.524
H -3.499 1.255 0.709
H -2.258 -0.382 -0.398
H -2.185 0.972 -1.427
H -0.157 -0.708 1.579
H -0.067 -3.095 1.535
H 0.532 -3.110 -0.214
C 1.477 -0.838 -1.379
N 1.107 -0.370 -0.039
N 2.211 0.136 0.751
C -0.074 1.338 -0.501
N 0.228 2.222 0.336
H 1.788 0.168 1.686
H 2.510 1.101 0.651
H -0.063 2.056 1.298
H 0.137 1.444 -1.559
H 1.952 -1.812 -1.309
H 2.151 -0.115 -1.834
H 0.560 -0.944 -1.963
*
```

For the HOMO energy, the calculation gives -7.73 eV. The LUMO energy comes out at 1.0 eV. For the orbital gap, the calculation gives 8.732 eV.

---

Model c:
Below is an isolated molecule of C5H14N4, with properties calculated with wB97M-V/def2-TZVPD.

Structure (ORCA input):
```
! wB97M-V def2-TZVPD RIJCOSX def2/J DEFGRID3
* xyz 0 1
C 1.085 1.172 0.383
C -0.440 -1.588 -1.757
C -1.223 0.617 -1.438
C -1.215 0.835 1.828
N 0.815 -0.152 -0.207
N -0.058 -0.190 -1.618
C 0.467 0.373 1.483
N 1.928 -0.979 -0.401
N 1.127 -0.173 2.421
H 2.343 -1.183 0.505
H 2.618 -0.516 -0.996
H 0.659 -0.952 2.887
H 2.153 1.380 0.491
H 0.497 1.987 -0.023
H -1.141 -1.913 -0.978
H -0.910 -1.705 -2.736
H 0.452 -2.209 -1.730
H -1.621 0.479 -0.393
H -2.002 0.324 -2.144
H -1.003 1.676 -1.564
H -1.733 1.621 1.281
H -1.077 1.219 2.836
H -1.720 -0.128 1.868
*
```

For the HOMO energy, the calculation gives -8.09 eV. The LUMO energy comes out at 1.0 eV. For the orbital gap, the calculation gives 9.074 eV.

---

Most stable structure - model a; separation to the second - 0.0488 hartree.

---

Model a:
Below is a cluster of 2 separate species, C4H13NOS in total, with properties calculated with wB97M-V/def2-TZVPD.

Structure (ORCA input):
```
! wB97M-V def2-TZVPD RIJCOSX def2/J DEFGRID3
* xyz 0 1
C -1.348 2.052 -1.223
C -0.594 0.811 -0.729
N -1.423 -0.358 -1.147
C -0.417 0.841 0.793
C 0.796 -0.001 1.311
S 2.359 0.419 0.525
H -1.514 2.757 -0.401
H -0.780 2.618 -1.968
H -2.341 1.916 -1.645
H 0.413 0.682 -1.128
H -0.990 -1.209 -0.805
H -1.325 -0.427 -2.158
H -1.332 0.407 1.204
H -0.274 1.832 1.225
H 0.504 -1.034 1.108
H 0.893 0.090 2.390
H 2.324 1.733 0.836
O -1.447 -3.599 -0.099
H -2.389 -3.756 -0.066
H -1.058 -4.140 0.595
*
```

For the HOMO energy, the calculation gives -8.74 eV. The LUMO energy comes out at 0.7 eV. As for the SMILES: C[C@H](N)CCS.O. For the orbital gap, the calculation gives 9.439 eV.

---

Model b:
Below is a cluster of 2 separate species, C4H13NOS in total, with properties calculated with wB97M-V/def2-TZVPD.

Structure (ORCA input):
```
! wB97M-V def2-TZVPD RIJCOSX def2/J DEFGRID3
* xyz 0 1
C -1.407 0.697 1.555
N 0.026 0.983 1.601
C 1.073 0.658 0.661
C 0.669 0.648 -0.768
C 1.688 -0.658 1.109
S 3.453 -0.904 0.562
H -1.877 1.156 0.679
H -1.546 -0.310 1.184
H -1.680 0.930 2.587
H 0.222 1.601 2.396
H 1.767 1.505 0.743
H 1.474 0.644 -1.505
H 0.062 -0.211 -1.141
H 0.013 1.452 -1.031
H 1.590 -0.903 2.177
H 1.235 -1.466 0.508
H 3.771 -1.832 1.521
O -3.545 -1.456 -3.909
H -4.047 -0.758 -4.341
H -2.941 -1.777 -4.587
*
```

For the HOMO energy, the calculation gives -8.02 eV. The LUMO energy comes out at 0.8 eV. As for the SMILES: CN[C@H](C)CS.O. For the orbital gap, the calculation gives 8.850 eV.

---

Most stable structure - model a; separation to the second - 0.0425 hartree.

---

Model a:
Below is a cluster of 2 separate species, C4H13NOS in total, with properties calculated with wB97M-V/def2-TZVPD.

Structure (ORCA input):
```
! wB97M-V def2-TZVPD RIJCOSX def2/J DEFGRID3
* xyz 0 1
N 1.997 0.952 -0.451
C 1.445 0.697 0.903
C 0.158 1.474 1.116
C -0.863 1.394 -0.001
C -1.376 -0.029 -0.284
S -2.730 -0.684 0.742
H 2.652 0.209 -0.645
H 2.474 1.842 -0.471
H 1.258 -0.374 0.960
H 2.179 0.950 1.668
H -0.277 1.176 2.072
H 0.390 2.526 1.278
H -0.368 1.702 -0.924
H -1.720 2.043 0.191
H -0.475 -0.636 -0.115
H -1.746 -0.286 -1.277
H -2.204 -0.621 1.967
O 3.143 -2.482 -2.333
H 3.585 -1.718 -2.740
H 3.492 -2.462 -1.433
*
```

For the HOMO energy, the calculation gives -8.79 eV. The LUMO energy comes out at 0.5 eV. As for the SMILES: NCCCCS.O. For the orbital gap, the calculation gives 9.324 eV.

---

Model b:
Below is a structure of composition C4H13NOS, with properties calculated with wB97M-V/def2-TZVPD.

Structure (ORCA input):
```
! wB97M-V def2-TZVPD RIJCOSX def2/J DEFGRID3
* xyz 0 1
C -0.029 2.071 0.760
O -0.705 1.070 0.080
C -0.367 2.071 2.236
H -0.318 3.035 0.324
H 1.059 1.963 0.628
H 0.133 2.898 2.751
H -0.026 1.153 2.720
H -1.444 2.174 2.372
C -0.256 -1.700 -1.454
C 1.041 -1.298 -0.765
S 2.344 -2.427 -1.375
N -1.447 -0.999 -0.906
H -0.406 -2.777 -1.346
H -0.183 -1.472 -2.518
H 0.953 -1.432 0.310
H 1.294 -0.275 -1.021
H 3.331 -1.938 -0.616
H -2.080 -0.696 -1.633
H -0.967 0.074 -0.372
H -1.927 -1.496 -0.176
*
```

For the HOMO energy, the calculation gives -8.48 eV. The LUMO energy comes out at 0.6 eV. For the orbital gap, the calculation gives 9.128 eV.

---

Most stable structure - model a; separation to the second - 0.0409 hartree.